Entry 1:
Here is a cluster of 12 separate species, C29H74F2N10O19S2 in total at a distorted geometry from the Open Molecules 2025 dataset. Energies are from ωB97M-V/def2-TZVPD.

```
! RIJCOSX wB97M-V def2-TZVPD def2/J DEFGRID3
* xyz 6 1
C -0.316 -5.219 0.643
O 6.117 -0.230 -3.803
C 1.019 -5.881 0.436
H -4.640 5.078 -2.375
H -1.410 -5.691 2.469
H -0.320 -0.449 4.868
H -6.883 -4.378 -0.205
N 6.215 -1.677 0.698
H 2.039 -1.443 3.354
O -0.622 1.749 -0.245
C 2.095 1.443 2.550
O -0.065 -2.024 -0.996
C -3.965 5.129 6.159
C -4.364 -4.184 -0.901
O -3.488 4.407 0.477
C -4.105 2.878 -1.338
O 4.127 -4.371 -2.900
C 4.043 -0.217 -4.947
C 2.105 8.487 1.560
H -2.219 -1.001 2.524
N 5.985 -1.893 -5.388
O 2.541 0.742 4.806
O -3.846 4.566 3.837
H -4.611 2.272 5.278
H 0.714 0.423 -6.691
O -2.180 -0.186 -0.230
O -4.549 -1.645 4.104
H -5.496 7.012 -1.742
C -0.084 -1.187 -5.435
C 5.831 -0.769 1.873
C 0.029 -0.421 -6.725
H 0.788 -0.740 2.631
H -0.568 -3.336 -3.819
H 0.893 -6.915 0.773
H 1.167 -2.732 -6.184
N -3.695 2.739 5.271
C 6.609 -1.062 3.129
C -5.218 6.415 -0.872
H -3.364 6.033 6.046
H -4.949 5.602 6.262
C 0.489 -1.164 4.753
F 1.693 -1.955 0.588
H 4.402 -2.746 0.402
H 0.406 7.672 2.603
H 6.616 -2.544 1.066
H 1.768 -5.333 1.005
H 0.538 -4.432 -4.642
C -6.872 -4.293 -1.287
H -2.025 -3.415 1.647
H -4.109 2.012 -0.678
H -5.359 -5.615 -1.892
H 4.406 -1.189 -0.426
H 5.376 -2.530 -1.064
H 7.808 -2.858 -5.827
H 6.923 -1.269 0.078
N 1.298 -0.757 3.549
H 0.039 8.620 1.339
O -3.939 -1.820 1.949
O -1.063 -4.880 -0.202
H -5.299 -4.297 -2.791
H 6.493 -2.098 3.448
H -5.093 2.875 -1.808
H 6.205 -0.421 3.908
H -2.959 -2.691 -0.387
C 0.490 6.711 0.692
O 1.207 6.632 -0.234
N -0.720 -5.030 2.096
H -0.967 -0.099 -7.021
O 2.242 -4.012 -1.720
H 7.636 -1.134 -6.330
H -0.622 5.217 1.855
H 3.511 0.124 -4.064
H 1.078 1.670 2.240
N -5.485 -4.594 -1.831
H -4.684 7.101 -0.225
H 7.985 -1.569 -4.607
O -0.637 -0.817 -4.456
N 0.672 -2.485 -5.324
H -3.278 2.636 6.198
H -2.755 0.977 4.550
H -1.610 -3.522 3.336
H 1.086 -1.107 5.657
O 5.060 0.111 1.712
H -3.735 -2.403 -2.017
C 5.391 -0.730 -4.588
H 2.740 7.974 2.276
C 7.504 -1.858 -5.532
H -3.009 2.253 3.291
C 2.098 0.520 3.738
F -1.901 1.117 1.631
C -3.848 -2.780 -0.998
H 4.159 0.600 -5.666
H 2.585 2.359 2.871
H -0.392 -2.923 2.077
O -2.440 -1.125 3.459
H 2.684 0.968 1.764
H 1.153 -5.887 -0.639
C -0.164 -3.611 -4.787
S -1.093 0.537 0.361
C 5.017 -2.046 -0.158
H 5.672 -2.699 -4.818
O -4.051 -4.941 -0.052
H -3.692 4.620 7.080
S 0.652 -1.043 -0.256
H -6.104 5.927 -0.483
H -4.556 -2.085 -0.531
H 2.081 9.518 1.913
N -4.281 5.359 -1.457
H 3.442 -0.981 -5.439
H 1.691 -3.218 -1.855
H -7.059 -3.252 -1.542
C -1.198 -3.602 2.335
H 0.130 -5.125 2.654
C -0.700 5.838 0.962
H 0.389 -1.109 -7.494
H -3.413 5.833 -1.734
C -3.944 4.155 -0.583
H -7.576 -4.935 -1.806
H 5.525 -2.065 -6.285
H 1.477 -2.418 -4.653
H -1.785 2.524 4.524
H 2.419 8.474 0.525
C -2.740 2.040 4.317
C -3.744 -1.581 3.183
C 3.124 -3.690 -2.770
N 0.710 7.908 1.656
O 2.832 -2.677 -3.498
H -0.901 -3.936 -5.516
H -1.577 6.483 1.053
H 7.646 -0.777 2.933
H -0.795 5.148 0.128
C -3.918 4.237 4.969
H 0.062 -2.141 4.566
O 1.519 -0.142 -0.937
N -0.061 -0.400 1.124
H -3.335 2.783 -2.105
*
```

Computed properties:
* gap between HOMO and LUMO: 0.24080 Eh
* E_HOMO: -18.066 eV
* energy above the lowest of the compared OMol25 structures with the same formula, charge and spin: 0.000 eV

Results of the Löwdin charge analysis, in e, for atoms 1 through 8: number 1, C, carries -0.40; number 2, O, carries 0.17; number 3, C, carries 0.05; number 4, H, carries 0.18; number 5, H, carries 0.21; number 6, H, carries 0.09; number 7, H, carries 0.12; number 8, N, carries 0.11

***

Entry 2:
Here is a cluster of 9 separate species, C29H75N5O26P4 in total at a distorted geometry from the Open Molecules 2025 dataset. Energies are from ωB97M-V/def2-TZVPD.

```
! RIJCOSX wB97M-V def2-TZVPD def2/J DEFGRID3
* xyz 0 1
H -1.223 1.529 -17.134
H -4.771 -8.192 -19.626
H 6.061 -10.722 -19.265
H -0.346 0.013 -18.682
N -2.806 -7.583 -19.465
H -2.939 1.170 -19.658
H 0.519 -7.449 -21.273
C 3.254 -2.991 -19.351
C 2.562 -6.335 -19.290
H -0.075 -9.774 -20.906
O 2.827 -9.028 -20.743
H -0.345 -1.302 -17.561
H 1.962 -5.425 -19.282
H -3.959 -14.275 -25.161
H -2.644 -3.844 -19.691
H 2.257 -3.273 -19.691
H 3.543 -2.113 -19.928
H -4.602 -6.452 -19.979
C -3.189 2.201 -19.908
H 1.351 -6.307 -25.075
C 0.646 3.238 -20.775
H 4.220 -2.361 -17.477
H 0.379 4.288 -20.653
H -3.676 4.059 -18.854
H 5.066 -10.805 -20.720
O 1.024 0.267 -17.111
H -0.109 -11.242 -21.863
O -3.687 -12.154 -23.763
C -0.115 -10.861 -20.842
C 1.038 -11.454 -20.039
H 4.246 0.954 -15.030
C -3.382 -3.269 -20.250
O 2.662 -8.525 -18.258
O -2.922 -10.292 -25.363
C 1.777 -7.438 -18.512
O -0.795 -5.164 -21.012
H -4.569 -9.135 -23.886
H -2.349 0.199 -17.183
O 4.007 -10.458 -18.834
C 0.150 -1.333 -21.857
H 3.400 -8.820 -22.935
H -1.306 0.246 -15.802
H -3.784 -14.122 -28.190
O 3.060 -10.046 -25.799
H 3.207 -10.565 -22.939
O 2.830 -3.989 -26.478
H 3.210 -6.223 -24.899
H 0.380 -13.758 -26.007
H 2.484 2.374 -21.561
C 3.569 0.121 -15.221
O -2.302 2.356 -23.175
C 5.071 -12.529 -19.379
H -1.051 -11.115 -20.344
H -3.574 -7.689 -23.500
H 3.463 -6.198 -18.691
N 2.656 -9.674 -24.698
C 0.030 -13.029 -26.737
H 0.622 -11.404 -25.327
H -1.810 -8.650 -25.220
H 2.598 0.381 -14.801
C 3.283 -2.778 -17.846
O -3.134 -12.669 -26.299
H 0.312 2.593 -19.963
H 0.838 -12.706 -27.394
N -2.967 -1.854 -20.252
C 2.266 -5.716 -25.099
C 3.604 -9.724 -23.508
O -1.242 -12.185 -24.760
H -4.389 -6.969 -18.296
O 2.632 0.061 -19.117
C -0.282 -11.831 -25.762
C -3.787 -8.463 -24.238
H 0.987 -0.990 -21.247
H -3.501 -3.662 -21.260
H 2.799 3.495 -20.195
H 1.443 -7.148 -17.516
O 1.461 -10.539 -19.131
H 2.206 -4.938 -24.338
H -0.840 -7.225 -22.366
H 1.847 -11.692 -20.730
H 4.640 -9.711 -23.846
H 0.564 -2.136 -22.468
H 2.432 4.169 -21.685
O -2.326 -1.467 -19.297
H -4.276 -3.416 -19.644
H 5.017 -12.738 -18.311
N 2.378 -5.098 -26.434
H -2.523 -14.659 -26.125
H 0.131 0.251 -23.382
O -2.436 -8.101 -20.486
C 4.278 -1.100 -14.780
O -1.144 0.567 -21.735
O 2.253 -1.901 -17.405
H 3.563 -1.922 -14.814
C -0.546 -0.270 -22.705
H 5.097 -1.426 -15.421
H -2.022 -9.476 -23.671
H -4.662 -15.351 -27.214
H 0.781 -6.830 -23.045
H 2.810 -6.573 -20.324
H -1.365 -0.664 -23.307
O 0.039 2.754 -21.986
H 5.948 -13.039 -19.777
C -3.255 3.063 -18.714
C 5.082 -11.006 -19.649
P -2.810 -11.832 -24.919
H 4.472 -0.960 -13.717
H -0.739 -11.078 -26.404
H 0.723 -12.369 -19.536
O 3.569 0.225 -16.637
H -0.523 -1.781 -21.126
H -4.246 -7.940 -25.077
C -2.527 -9.175 -24.589
P 2.386 -0.291 -17.659
C -4.270 -7.268 -19.337
H -5.229 -13.642 -27.299
O -2.103 -7.272 -18.457
H 4.261 -13.062 -19.879
C 2.183 3.302 -21.074
H 0.903 -7.800 -19.053
C -3.421 -14.042 -26.079
O -3.410 -1.171 -21.164
H -0.703 -13.648 -27.255
H -3.893 2.560 -17.987
P -1.448 2.137 -21.988
C 0.173 -6.890 -22.142
C -0.240 -0.218 -17.623
C -4.364 -14.305 -27.286
H -4.172 2.205 -20.379
H 3.940 -3.776 -19.669
O 2.102 -5.787 -27.438
H -2.246 3.186 -18.321
H 3.235 -3.713 -17.287
P 2.780 -9.593 -19.388
C -1.344 0.479 -16.866
O 1.523 -9.296 -24.518
O -2.071 2.636 -20.598
O 1.085 -4.781 -21.989
N 0.174 -5.529 -21.638
*
```

Computed properties:
* gap between HOMO and LUMO: 0.33412 Eh
* E_HOMO: -9.679 eV
* SMILES string: CCOP(=O)(OCC)OCC.CCOP(=O)(OCC)OCC.CCOP(=O)(OCC)OCC.CCOP(=O)(OCC)OCC.C[N+](=O)[O-].C[N+](=O)[O-].C[N+](=O)[O-].C[N+](=O)[O-].C[N+](=O)[O-]
* energy above the lowest of the compared OMol25 structures with the same formula, charge and spin: 2.917 eV

Results of the Löwdin charge analysis, in e, for atoms 1 through 8: number 1, H, carries 0.07; number 2, H, carries 0.10; number 3, H, carries 0.11; number 4, H, carries 0.10; number 5, N, carries -0.41; number 6, H, carries 0.10; number 7, H, carries 0.08; number 8, C, carries -0.08